The following is a DFT calculation (ωB97M-V with the def2-TZVPD basis set) of a structure of composition C30H54BClO2P2Si2V at a distorted geometry.

Cartesian coordinates (Å):
V1 -0.257 -0.043 -0.275
H1 0.162 -0.631 3.542
C1 -4.039 -0.288 1.630
H2 0.688 5.293 -1.324
H3 -3.756 -2.378 -1.604
H4 1.620 5.384 0.206
H5 -2.217 3.139 -0.417
H6 -1.546 -1.092 3.232
C2 -0.578 -1.443 3.631
H7 -4.980 -1.914 2.695
Si1 -1.251 2.500 -2.563
H8 3.794 3.483 -0.472
H9 -6.694 -0.361 3.745
H10 2.460 5.284 -1.364
C3 0.819 0.317 -2.051
C4 1.304 -4.973 1.035
H11 3.591 -3.631 0.847
C5 1.464 -3.525 0.567
C6 -4.980 -0.841 2.490
H12 -1.489 -4.487 0.605
O1 -2.977 1.387 0.540
H13 0.382 -5.446 0.665
H14 3.140 1.878 -0.152
C7 2.782 -2.919 1.059
H15 -0.637 -5.469 -1.929
C8 1.584 4.934 -0.798
H16 0.940 -2.912 3.223
C9 0.780 -1.073 -1.794
C10 -4.891 1.965 1.951
H17 1.627 2.981 -1.727
C11 -1.462 -3.412 0.351
H18 -1.781 4.637 1.383
H19 -0.636 -4.466 -3.405
H20 -1.220 4.486 -1.062
H21 -4.831 3.039 1.750
H22 0.706 -4.321 -2.237
C12 2.947 2.948 -0.021
C13 -4.003 1.087 1.372
H23 -2.392 -2.936 0.702
H24 0.242 1.843 3.085
C14 -0.543 0.802 -2.176
H25 1.275 1.224 1.273
H26 2.940 3.162 1.059
C15 0.077 3.567 1.747
C16 -0.741 4.858 1.660
H27 -1.444 2.254 2.624
H28 1.130 3.818 1.978
H29 -0.343 5.557 0.916
Si2 -1.407 -3.181 -1.513
C17 1.740 0.162 1.139
H30 -0.743 5.378 2.629
C18 -0.100 -2.708 2.906
H31 -1.006 -4.040 4.367
H32 -2.015 -3.741 2.927
H33 2.660 0.027 0.576
H34 -3.636 1.840 -2.364
H35 -2.431 -0.366 -2.347
C19 1.661 3.408 -0.714
P1 0.080 2.669 0.107
C20 -3.142 -3.113 -2.141
H36 2.773 -2.719 2.142
H37 -0.703 -1.659 4.708
C21 -2.998 2.301 -3.128
H38 -0.630 -4.839 2.834
C22 -1.371 -0.353 -2.111
C23 -0.173 3.361 -3.793
C24 -0.377 -4.479 -2.333
H39 1.688 0.920 -2.216
H40 0.904 3.223 -3.624
H41 1.213 -0.747 1.647
H42 -3.141 -2.857 -3.208
H43 2.152 -5.549 0.637
B1 -2.242 0.119 0.321
C25 -5.913 0.035 3.070
H44 -3.605 -4.102 -2.031
C26 -5.875 1.422 2.809
C27 -1.265 3.392 -0.909
H45 1.329 -5.036 2.134
O2 -3.044 -0.933 0.981
H46 -0.404 4.438 -3.798
H47 3.036 -1.985 0.546
H48 1.441 -3.488 -0.532
H49 -3.029 1.679 -4.032
Cl1 2.663 0.463 2.918
P2 -0.065 -2.455 1.054
C28 -0.607 -1.498 -1.754
H50 -6.617 2.082 3.280
H51 -3.412 3.285 -3.382
C29 -0.986 -3.902 3.275
C30 -0.453 2.671 2.875
H52 -0.550 3.264 3.803
H53 -0.422 2.952 -4.786
H54 1.615 -1.740 -1.724

DFT total energy: -109301.9506 eV
E_HOMO (alpha / beta): -6.62 / -6.06 eV
total charge: 0
HOMO-LUMO gap (alpha / beta): 6.69 / 6.09 eV
multiplicity: 2
ΔE to the lowest compared entry with this formula, charge and spin: 0.528 eV



The following is a DFT calculation (ωB97M-V with the def2-TZVPD basis set) of a cluster of 3 separate species, C30H54Br2N2O2 in total at a distorted geometry.

Cartesian coordinates (Å):
H1 0.609 1.140 0.802
C1 -3.289 -0.796 -1.774
C2 -3.070 0.088 5.163
H2 2.114 0.354 -7.772
H3 -1.438 1.159 2.697
C3 0.138 0.782 4.388
H4 -0.423 5.501 7.221
C4 -0.143 -0.308 -11.608
C5 0.436 4.726 7.361
H5 0.365 1.180 -9.224
H6 5.620 -2.273 5.221
C6 -0.745 1.427 5.613
C7 -0.528 -1.252 -10.479
C8 -0.960 -0.525 -9.205
H7 -1.358 -1.881 -10.818
H8 1.883 -0.804 -9.067
H9 -0.309 0.808 -7.653
C9 1.835 -0.211 2.135
H10 2.823 1.657 3.143
H11 5.346 0.575 2.441
H12 3.233 1.336 1.277
C10 -0.906 -1.721 -2.166
H13 -3.761 -0.630 5.777
H14 -1.826 0.108 -9.432
H15 -3.343 -0.135 2.325
H16 -0.977 0.352 -11.866
H17 1.268 1.052 4.499
H18 -1.913 0.877 -1.556
C11 -2.605 0.939 7.540
H19 0.769 -1.060 -6.221
H20 4.236 0.105 4.918
C12 1.408 -0.380 -8.177
H21 0.102 -0.368 4.362
H22 -2.474 -2.824 -4.265
Br1 1.360 0.849 7.754
N1 -2.151 3.659 4.505
C13 1.198 -1.472 -7.138
C14 -1.844 0.431 6.208
H23 -0.415 -0.886 -1.656
H24 0.124 -0.878 -12.502
H25 0.148 -1.264 -3.977
H26 6.579 -0.766 4.697
C15 -1.425 -2.618 -4.495
C16 0.118 0.350 -8.554
H27 -1.449 -0.546 -3.909
C17 -0.301 1.294 2.924
H28 6.105 -2.083 3.446
H29 1.770 -0.950 3.023
H30 -3.609 1.282 -1.284
H31 1.136 4.782 6.452
C18 5.748 -1.489 4.367
C19 -0.530 -2.091 6.916
H32 -3.720 1.003 4.918
H33 -1.402 3.412 7.587
H34 0.001 2.404 2.724
H35 0.535 -2.259 -7.507
H36 0.718 0.312 -11.343
N2 -3.105 1.519 8.483
H37 -0.846 -3.527 -4.309
H38 -2.712 0.383 -0.051
H39 -2.730 -2.861 -1.966
C20 4.383 -0.019 2.645
H40 0.304 -1.932 -10.269
C21 3.047 0.884 2.323
O1 -2.627 -0.684 4.012
H41 2.155 -1.938 -6.884
H42 -4.255 -1.089 -1.347
Br2 0.191 2.764 9.496
H43 4.348 -0.895 1.872
C22 -2.297 -1.940 -1.560
C23 4.334 -0.709 4.107
C24 0.307 2.096 6.625
O2 -3.576 -0.754 3.065
H44 3.501 -1.490 4.232
H45 -0.294 -2.606 -1.953
C25 -1.565 2.686 4.959
H46 -0.126 -3.151 7.141
H47 0.971 5.050 8.344
H48 -1.360 -2.387 -5.561
H49 1.099 2.630 5.951
C26 0.434 0.456 1.708
H50 -0.328 -0.366 1.378
H51 -3.466 -0.636 -2.843
C27 -0.265 3.279 7.586
C28 -1.282 -1.051 6.601
H52 -2.180 -2.113 -0.483
H53 2.178 -0.861 1.226
H54 -1.314 -1.267 -8.480
C29 -0.887 -1.456 -3.673
C30 -2.850 0.510 -1.129

DFT total energy: -179134.2021 eV
E_HOMO: -8.93 eV
total charge: 0
HOMO-LUMO gap: 8.93 eV